[1]
Density functional theory data (ωB97M-V/def2-TZVPD) for the ion C8H15IN5 with charge +1 in a non-equilibrium geometry.

Each line ends with the Mulliken charge.
Cartesian coordinates (Å):
C: 1.880 3.548 0.108  -0.1569
C: -2.857 -1.932 0.176  -0.6280
H: 2.862 3.920 -0.417  0.3328
H: -3.850 -2.222 0.767  0.3190
C: -1.635 0.322 -0.185  0.3084
N: 1.905 2.884 1.339  -0.4852
H: 1.861 -1.087 0.418  0.4139
C: 0.916 -3.219 0.912  -0.8316
H: 2.896 2.821 1.688  0.2639
H: -0.601 -2.375 -1.378  0.3900
C: 0.183 -1.536 -1.163  -0.7944
N: -1.702 1.848 -0.020  -0.5059
H: 0.930 -2.803 2.005  0.2219
N: -2.701 -0.436 0.196  -0.1287
N: -0.361 -0.196 -0.771  0.3316
H: -3.541 0.107 0.563  0.3220
C: 1.387 -2.028 -0.110  -0.3327
H: -1.925 -2.399 0.709  0.1530
H: 0.763 -1.373 -2.195  0.4041
H: 1.425 0.889 -1.339  0.3169
H: 0.412 4.165 -1.661  0.3161
H: 1.665 -4.145 0.828  0.3619
H: -3.004 -2.291 -0.943  0.2570
N: 0.446 0.925 -0.963  -0.3336
H: -0.278 4.379 0.157  0.2871
C: -0.299 2.195 -0.522  0.2985
H: -0.122 -3.613 0.541  0.2017
I: 3.067 -2.901 -1.293  0.0992
C: 0.370 3.706 -0.584  -0.4020

The total energy is -884.8244 Ha. The SMILES is [H]/N=C/Cc1nc(NC)[n+](C[C@@H](C)I)[nH]1. For the HOMO energy, the calculation gives -12.42 eV. As for the energy above the lowest of the compared OMol25 structures with the same formula, charge and spin: 1.7 kcal/mol. As for the total charge: +1. The HOMO-LUMO gap is 8.92 eV.

---

[2]
Density functional theory data (ωB97M-V/def2-TZVPD) for a structure of composition C16H15BrNiSe in a non-equilibrium geometry.

Each line ends with the Mulliken spin population.
Cartesian coordinates (Å):
C: -4.005 1.548 0.033  -0.0062
Br: 0.616 2.898 0.008  0.1086
H: 2.390 -1.468 -1.179  -0.0025
H: 4.679 -2.999 1.853  0.0021
H: -4.689 0.738 0.292  -0.0003
C: -2.471 3.263 0.203  0.0076
C: -3.811 2.098 -1.274  0.0048
Se: -0.605 -0.756 1.445  0.0870
C: 0.148 -1.525 -1.301  0.1478
C: -0.805 -0.546 -1.706  0.0079
C: -2.847 3.146 -1.170  0.0004
C: 1.304 -2.892 1.447  0.0049
H: -1.790 3.992 0.622  -0.0015
H: -1.884 -0.660 -1.799  -0.0012
H: -2.437 3.730 -1.990  -0.0001
C: 3.493 -1.185 1.875  -0.0072
H: 0.418 -3.511 1.338  0.0024
C: 2.585 -3.425 1.491  -0.0063
H: -0.451 1.434 -2.745  -0.0128
Ni: -0.244 0.861 -0.068  1.5271
C: 1.447 -0.957 -1.404  -0.0199
C: -0.057 0.616 -2.166  0.0116
C: -3.153 2.251 0.936  0.0072
C: 1.118 -1.507 1.569  -0.0173
C: 2.212 -0.654 1.808  0.0118
H: 2.004 0.407 1.956  0.0040
H: 2.713 -4.498 1.350  -0.0005
H: 2.146 1.065 -2.065  -0.0007
H: 4.331 -0.503 2.060  -0.0003
C: 1.337 0.361 -1.898  0.1234
C: 3.683 -2.573 1.728  0.0168
H: -3.008 2.038 1.990  -0.0011
H: -4.318 1.779 -2.186  0.0004
H: -0.049 -2.566 -1.052  0.0018

The total energy is -7102.3850 Ha. For the HOMO energy (alpha / beta), the calculation gives 0.06 / 0.07 eV. As for the energy above the lowest of the compared OMol25 structures with the same formula, charge and spin: 0.0 kcal/mol. The spin multiplicity is 3. As for the total charge: -2. The expectation value of S² is 2.0150. The HOMO-LUMO gap (alpha / beta) is 4.95 / 4.93 eV.

---

[3]
Density functional theory data (ωB97M-V/def2-TZVPD) for the ion C5H10NO2 with charge -1 in a non-equilibrium geometry.

Each line ends with the Mulliken charge.
Cartesian coordinates (Å):
H: 2.027 1.552 0.416  0.3491
C: 0.987 1.749 0.103  -1.3966
C: 0.632 -0.769 -0.346  0.0842
H: 0.211 -1.611 -2.271  0.2480
H: -1.920 -0.179 0.700  0.3412
H: -0.891 -0.887 -1.667  0.2260
C: -1.461 0.761 0.420  -1.4237
C: 0.147 -2.061 0.626  0.4402
N: 0.013 -0.766 -1.683  -0.7549
H: 0.353 0.215 1.567  0.3775
C: 0.135 0.490 0.530  0.1892
O: 0.914 -2.577 1.450  -0.7487
H: -1.619 1.055 -0.641  0.3091
H: -1.779 1.544 1.084  0.4366
H: 0.732 2.645 0.685  0.3848
H: 1.780 -0.867 -0.458  0.3547
H: 0.817 1.961 -0.989  0.2983
O: -1.078 -2.254 0.475  -0.7149

The total energy is -401.7812 Ha. The SMILES is CC(C)[C@H](N)C(=O)[O-]. For the HOMO energy, the calculation gives -3.52 eV. As for the energy above the lowest of the compared OMol25 structures with the same formula, charge and spin: 28.6 kcal/mol. As for the total charge: -1. The HOMO-LUMO gap is 7.52 eV.

---

[4]
Density functional theory data (ωB97M-V/def2-TZVPD) for a structure of composition C41H47As2FN9O4Ru in a non-equilibrium geometry.

Each line ends with the Mulliken spin population.
Cartesian coordinates (Å):
H: -0.488 -0.538 6.364  -0.0002
C: 2.587 0.717 -9.083  0.0000
H: 0.452 2.136 -10.358  0.0000
O: -3.703 -0.072 8.429  0.0002
C: -2.732 -0.248 5.041  0.0080
N: -1.722 0.035 2.899  0.0864
H: 1.386 0.054 -10.676  0.0000
H: -4.884 0.740 -5.239  0.0000
C: 0.827 0.608 -3.557  -0.0037
C: -0.212 3.489 -0.244  0.0805
O: -2.353 1.219 0.624  0.2222
H: -2.978 1.212 6.498  0.0001
N: 0.216 2.926 0.723  0.1056
C: -2.359 1.252 -1.762  -0.0476
H: -2.846 2.980 -5.781  0.0003
C: 2.558 -0.042 3.485  0.0431
C: -1.300 1.381 -4.346  0.0010
H: -0.138 -5.451 6.367  0.0000
H: -0.069 -2.906 2.237  0.0010
C: 0.280 1.428 -9.549  0.0000
C: 0.540 1.089 -5.920  -0.0011
H: -2.118 -4.371 7.329  0.0000
C: 3.432 -2.125 2.637  -0.0070
C: -3.084 1.304 -0.455  0.0159
H: -1.457 1.372 4.447  -0.0041
C: 2.355 -1.322 -0.449  0.0081
H: 1.477 0.314 -2.745  0.0015
N: -2.835 0.225 6.354  0.0008
C: -3.137 -1.828 3.292  0.0075
H: 1.722 -1.630 -1.277  0.0006
As: 1.337 1.472 3.384  0.1029
N: -2.603 1.776 -4.091  0.0089
C: 2.610 2.822 2.817  0.0082
H: -3.048 -2.386 8.203  0.0000
H: 1.177 2.944 -8.279  -0.0001
As: 1.231 -1.073 1.101  0.0854
C: -2.312 -1.087 2.472  0.0025
H: 2.085 2.370 5.616  0.0033
C: -3.344 -1.413 4.595  -0.0007
H: 2.612 -0.237 -7.159  0.0000
H: -1.432 1.700 -6.449  0.0005
H: -3.616 -2.722 2.916  0.0003
H: 2.846 1.685 -9.504  0.0000
H: 3.139 1.443 -7.144  0.0000
C: -0.451 -1.619 6.316  0.0002
H: 3.402 -2.937 1.920  0.0004
C: 4.440 -1.109 4.562  -0.0009
H: 2.854 2.670 1.769  -0.0019
H: 1.271 -3.577 1.277  0.0037
H: -2.132 -1.380 1.446  0.0053
C: 1.148 1.950 5.257  0.0386
H: -4.861 1.777 -6.668  -0.0001
C: 1.327 0.688 -4.818  0.0017
H: 0.372 2.707 5.351  0.0006
N: -0.611 4.155 -1.197  0.0596
H: 5.098 -2.960 3.692  -0.0004
N: 1.279 0.307 -9.694  0.0000
O: -4.286 1.445 -0.451  0.0313
C: -3.097 -0.535 7.494  0.0003
C: 3.524 -0.072 4.490  -0.0036
H: 2.526 -3.643 4.456  -0.0001
H: 1.433 -1.630 5.299  0.0009
C: -3.070 1.704 -2.847  0.0038
H: -4.150 3.040 -4.629  0.0004
C: -1.337 -3.764 6.883  0.0003
H: 0.936 -0.513 -9.193  0.0000
Ru: -0.387 0.988 1.216  3.8769
H: 2.852 -0.387 -0.699  0.0007
C: -1.032 0.824 -1.933  -0.0046
C: 0.651 -2.243 5.739  -0.0020
C: -1.946 0.454 4.141  -0.0158
H: 1.782 -5.236 4.692  0.0000
H: -0.215 -3.032 0.468  0.0018
H: -4.086 2.040 -2.681  -0.0023
H: -3.985 -1.978 5.259  -0.0007
C: -3.467 2.364 -5.137  -0.0009
N: -1.295 3.785 -3.544  0.0277
H: 3.577 0.725 5.221  -0.0006
H: 5.198 -1.108 5.335  0.0000
H: 0.875 1.076 5.845  -0.0017
C: 0.469 -2.842 1.293  0.0189
C: 0.492 2.094 -8.189  0.0002
H: -0.716 1.004 -9.658  0.0000
C: -1.469 -2.379 6.874  0.0004
H: 2.735 -4.508 5.976  0.0000
H: -0.454 2.499 -7.856  0.0000
H: 3.099 -2.086 -0.237  0.0035
C: 4.390 -2.144 3.637  0.0017
C: -0.222 -4.371 6.332  -0.0001
C: 2.520 -1.075 2.548  0.0342
N: 1.018 1.111 -7.249  0.0000
O: -0.286 0.348 -1.015  0.1678
C: 2.406 0.751 -7.563  0.0001
C: -0.775 1.415 -5.643  0.0001
C: -0.505 0.938 -3.284  0.0297
C: 2.024 -4.289 5.176  0.0003
F: 2.631 0.377 -4.992  0.0002
H: 3.361 0.005 -9.356  0.0000
C: 0.791 -3.624 5.736  0.0001
C: -4.236 1.304 -5.909  0.0006
C: -0.978 3.935 -2.441  -0.0089
H: 2.162 3.807 2.927  0.0002
N: -2.633 -1.830 7.471  0.0001
H: -3.566 0.597 -6.402  0.0000
H: 3.509 2.746 3.425  0.0024

The total energy is -7050.0944 Ha. For the HOMO energy (alpha / beta), the calculation gives -11.80 / -11.80 eV. As for the energy above the lowest of the compared OMol25 structures with the same formula, charge and spin: 15.1 kcal/mol. The spin multiplicity is 6. As for the total charge: +2. The expectation value of S² is 8.7626. The HOMO-LUMO gap (alpha / beta) is 7.15 / 5.94 eV.

---

[5]
Density functional theory data (ωB97M-V/def2-TZVPD) for an isolated molecule of C4H6O2.

Each line ends with the Mulliken charge.
Cartesian coordinates (Å):
C: -0.730 0.332 -0.782  -0.2873
C: 0.297 -0.760 -0.460  -0.0700
H: 1.761 0.283 -1.086  0.3574
H: -0.232 -1.089 1.682  0.2715
O: -0.104 1.550 -0.373  -0.4367
H: -1.468 0.398 -1.576  0.4265
C: -0.768 0.760 0.616  -0.1821
H: -0.072 -1.775 -0.619  0.3894
O: 1.524 -0.657 -1.116  -0.5482
C: 0.214 -0.320 1.046  -0.5878
H: -1.567 1.238 1.172  0.4128
H: 1.145 0.038 1.494  0.2546

The total energy is -306.4149 Ha. The SMILES is O[C@H]1C[C@H]2O[C@@H]12. For the HOMO energy, the calculation gives -9.94 eV. As for the energy above the lowest of the compared OMol25 structures with the same formula, charge and spin: 57.4 kcal/mol. As for the total charge: 0. The HOMO-LUMO gap is 11.02 eV.

---

[6]
Density functional theory data (ωB97M-V/def2-TZVPD) for an isolated molecule of C27H34N4O4.

Each line ends with the Mulliken charge.
Cartesian coordinates (Å):
N: -3.546 -0.350 -0.645  0.4486
H: 1.617 3.925 0.091  0.5102
H: 5.330 -0.105 0.351  0.4504
C: -3.821 0.792 -1.295  1.0527
C: -0.573 0.825 -2.853  0.7601
C: 0.187 2.773 -0.980  0.5324
C: -1.739 4.221 0.371  -0.7628
C: -1.205 -0.880 0.062  1.5797
O: -4.819 1.454 -1.053  -0.6967
H: 4.325 -3.077 2.330  0.3970
H: 5.599 -1.400 6.044  0.3710
C: 5.426 -1.301 4.982  -0.4106
C: 0.562 3.755 -0.061  -0.6546
H: -3.181 3.080 -0.690  0.4842
N: 2.946 -0.489 -0.876  0.1415
H: -7.166 -1.353 1.052  0.3314
O: 2.418 2.221 -1.541  -0.7648
C: -4.567 -0.836 0.273  -1.2103
C: -2.904 1.257 -2.437  -1.5490
C: 4.991 -1.047 2.243  0.4627
H: -2.911 0.497 -3.225  0.5559
H: -2.064 -1.125 -1.899  0.4496
H: 4.964 -1.838 0.256  0.3176
H: -6.138 -0.944 -1.182  0.2849
C: 1.223 2.042 -1.696  0.7737
H: 3.295 0.334 -1.346  0.3637
C: -2.130 3.252 -0.530  -1.2605
O: 1.551 -2.255 -0.933  -0.7173
C: 2.099 -1.326 -1.499  0.4032
H: 2.977 0.351 1.029  0.3205
H: -4.096 -1.473 1.020  0.3687
C: 4.929 -2.369 4.255  -0.6289
C: 5.484 0.020 2.981  -0.3214
C: 1.729 0.381 -3.413  -1.4872
H: 6.092 0.732 4.904  0.3698
C: 5.703 -0.105 4.342  -0.5775
H: -2.237 -0.393 1.907  0.3606
H: -0.576 -0.939 2.115  0.4724
H: -5.015 0.029 0.768  0.4638
H: 4.711 -3.305 4.750  0.3713
H: -3.362 2.169 -2.834  0.3122
O: -0.890 0.000 -3.684  -0.6490
H: 2.670 0.929 -3.338  0.5896
H: -5.201 -2.434 -1.026  0.3272
H: -0.889 0.155 -0.080  -0.4695
H: -0.381 -1.529 -0.237  0.0639
C: -2.390 -1.197 -0.860  -1.7342
H: 0.982 -1.631 -3.268  0.3281
H: -1.831 -2.110 1.728  0.3739
H: 5.703 0.956 2.486  0.3527
H: 1.381 0.406 -4.449  0.5020
H: -7.464 -2.709 -0.035  0.3958
C: -6.693 -2.164 0.503  -1.3656
C: 3.238 -0.590 0.534  -0.8342
C: -0.394 4.476 0.616  -0.7079
C: -5.657 -1.613 -0.467  -0.1438
C: -1.489 -1.094 1.544  -1.8502
C: 4.721 -0.907 0.773  -1.0008
N: 0.757 1.108 -2.603  0.1611
H: -0.106 5.235 1.326  0.4161
H: -2.701 -2.230 -0.688  0.6089
C: -1.169 2.506 -1.218  0.8221
N: -1.511 1.518 -2.121  0.3445
C: 4.712 -2.242 2.895  -0.3025
C: 1.881 -1.079 -2.987  -0.5678
H: -6.229 -2.839 1.218  0.3301
H: 2.615 -1.392 0.937  0.4786
H: 2.724 -1.513 -3.529  0.4188
H: -2.496 4.787 0.891  0.4441

The total energy is -1569.3697 Ha. The SMILES is CCCN(CCC)C(=O)Cn1c(=O)n(CCC(=O)NCCc2ccccc2)c(=O)c2ccccc21. For the HOMO energy, the calculation gives -9.02 eV. As for the energy above the lowest of the compared OMol25 structures with the same formula, charge and spin: 2.8 kcal/mol. As for the total charge: 0. The HOMO-LUMO gap is 9.10 eV.

---

Among the records above, which one has the highest total charge?
C41H47As2FN9O4Ru

---

Which value of energy above the lowest of the compared OMol25 structures with the same formula, charge and spin does entry 2 give?
0.0 kcal/mol

---

Which of these has the lowest total charge?
C16H15BrNiSe

---

What is the formula in the first record?
C8H15IN5